Density functional theory data (ωB97M-V/def2-TZVPD) for a cluster of 2 separate species, CH3O3 in total.

Properties
HOMO-LUMO gap   9.10 eV
E_HOMO   -4.45 eV
LUMO level   4.64 eV
Energy above the lowest of the compared OMol25 structures with the same formula, charge and spin   1.3 kcal per mole
E   -265.69571 Ha

Geometry as ORCA input:
```
! wB97M-V def2-TZVPD RIJCOSX def2/J DEFGRID3
* xyz -1 1
O -0.64324 1.35864 -0.41253
C -0.76002 0.25344 -0.96513
O -0.15767 -0.83140 -0.69687
H -1.47932 0.13407 -1.80999
H 0.83961 0.27620 1.79624
H 0.82265 -0.74742 0.65670
O 1.37799 -0.44355 1.43159
*
```